20
Properties=species:S:1:pos:R:3:forces:R:3 method="wB97M-V/def2-TZVPD" largest_force_ev_per_a=5.1 relative_energy_kj_mol=215.88 smiles="C=NCCC.O.O"
C -0.77720 -1.78772 -1.48137 -1.2 2.1 1.4
N -1.10131 -0.65086 -0.91715 -0.8 -3.0 -0.8
C -0.11378 0.37789 -0.87352 1.7 0.5 -0.4
C 0.04708 1.07165 0.53534 -3.8 -3.5 0.3
C 1.10724 2.01027 0.71821 2.7 -0.4 -1.9
H 0.23409 -1.95526 -1.88438 -0.3 0.0 0.0
H -1.53697 -2.60845 -1.51768 0.8 0.8 0.0
H 0.76134 -0.19357 -1.26745 0.5 1.3 0.6
H -0.34162 1.17733 -1.60465 -0.1 -0.4 0.2
H -0.91854 1.57101 0.75205 0.2 -0.6 -0.1
H 0.12557 0.23495 1.24756 -0.2 0.1 0.1
H 1.32051 2.25605 1.77494 -0.5 0.8 -0.9
H 1.99262 1.41525 0.36347 0.0 1.1 0.3
H 0.82665 2.68142 -0.12451 1.2 1.1 1.3
O -3.21483 0.22452 0.87825 1.2 -4.4 0.0
H -2.47550 -0.24690 0.30911 -1.5 1.8 0.6
H -3.47961 -0.67235 1.32372 0.1 2.7 -0.7
O 2.52513 -1.69111 0.17338 -0.6 1.0 1.6
H 2.91003 -2.24989 0.87032 -0.1 0.1 -0.5
H 2.10908 -0.96423 0.72437 0.6 -1.1 -1.1


20
Properties=species:S:1:pos:R:3:forces:R:3 method="wB97M-V/def2-TZVPD" largest_force_ev_per_a=1.6 relative_energy_kj_mol=101.73 smiles="C/C=C/NC.O.O"
C -2.24777 -1.22416 -0.91544 0.6 0.2 -1.0
C -0.83116 -0.85613 -1.32079 -0.1 0.1 0.1
C -0.04530 -0.09118 -0.57413 -0.2 0.3 0.5
N 1.33361 0.15623 -0.84431 -0.3 0.0 0.0
C 1.60472 1.48196 -1.43635 0.5 -1.0 -1.1
H -2.32394 -1.05261 0.15282 -0.5 -0.1 0.0
H -2.97672 -0.65011 -1.49044 0.0 0.5 0.3
H -2.52070 -2.23498 -1.21877 0.4 -0.3 0.5
H -0.39370 -1.16628 -2.26846 -0.3 -0.4 0.0
H -0.41421 0.35731 0.34912 0.0 0.0 -0.1
H 1.56636 -0.54197 -1.54606 0.4 0.1 0.1
H 2.65434 1.50927 -1.74518 0.1 0.1 0.5
H 1.08364 1.51018 -2.40178 -0.4 0.7 0.3
H 1.39762 2.32630 -0.78999 -0.3 -0.1 0.1
O 1.49910 -0.57647 2.20582 -0.2 0.2 0.4
H 2.11198 -0.03177 2.70659 0.1 0.0 0.1
H 1.57872 -0.24386 1.30521 0.1 -0.1 -0.6
O -1.22828 0.72241 3.10518 -0.4 0.3 -0.1
H -0.38820 0.35825 2.82213 0.5 -0.4 -0.1
H -1.46012 0.24761 3.90481 0.0 -0.1 0.1


20
Properties=species:S:1:pos:R:3:forces:R:3 method="wB97M-V/def2-TZVPD" largest_force_ev_per_a=4.2 relative_energy_kj_mol=188.49 smiles=CCNCCO.O
C 1.06942 0.85897 3.17615 1.2 -0.9 0.2
C 1.37942 -0.38677 2.31529 -0.6 0.8 -2.1
N 0.75032 -0.29067 0.92734 -0.3 -2.1 2.5
C 1.38357 0.60669 0.06122 1.0 2.6 0.5
C 0.73246 0.38376 -1.23336 -0.3 3.4 -2.6
O 0.48068 -0.92420 -1.61581 -1.6 -0.8 1.0
H -0.00507 1.11084 3.28281 0.7 -0.1 -0.3
H 1.69680 1.65515 2.68415 -1.0 -0.3 0.9
H 1.51027 0.60014 4.18569 -0.5 0.7 -0.9
H 1.10453 -1.35954 2.67516 -0.5 -0.2 0.7
H 2.46750 -0.42280 2.19661 0.2 0.0 0.0
H 0.91990 -1.19805 0.42195 -0.4 0.9 1.2
H 2.39859 0.29096 -0.00971 1.6 0.4 -0.1
H 1.31655 1.77948 0.35517 0.1 -2.8 -0.6
H -0.20862 0.93185 -1.12871 -0.3 -0.1 -0.4
H 1.25975 0.88450 -2.07693 0.0 -0.2 0.6
H -0.39786 -0.98237 -1.16825 0.8 -1.2 -0.8
O -4.79537 -0.19982 -3.02537 -0.3 0.3 -0.3
H -5.42517 0.13074 -3.70633 0.7 -1.0 0.8
H -4.76118 -1.17003 -2.98942 -0.4 0.6 -0.5


21
Properties=species:S:1:pos:R:3:forces:R:3 method="wB97M-V/def2-TZVPD" largest_force_ev_per_a=3.3 relative_energy_kj_mol=719.78
C -0.72277 -1.39831 -0.83466 -0.5 -1.2 -1.4
N -1.07113 -0.02855 -0.88819 1.0 -0.8 -0.3
C -0.26826 0.79971 -1.87192 -0.1 0.5 1.1
O 0.91415 1.32115 -1.40949 -0.1 -2.4 0.0
C 0.83283 -1.62290 -0.50735 -0.5 -1.6 -1.6
C 1.12502 -0.94638 0.76175 -0.2 -0.6 0.8
S -0.03155 -1.24383 2.09977 1.4 0.6 -1.1
H -0.95191 -1.90454 -1.84606 0.5 0.9 1.4
H -1.34264 -1.94128 -0.07154 0.7 0.6 -0.3
H -1.52900 0.79526 4.16839 0.4 3.0 1.3
H -0.20451 0.19600 -2.73471 0.4 -0.8 -1.2
H -0.93649 1.57515 -2.03813 -1.3 1.8 -0.8
H 0.54204 1.78997 -0.20947 -0.3 1.3 1.1
H 0.99786 -2.74021 -0.54194 -0.1 1.2 0.2
H 1.39347 -1.11805 -1.33928 -0.3 -0.6 0.8
H 2.19660 -1.05151 1.03213 -0.4 0.2 0.4
H 1.05855 0.10769 0.44481 0.3 0.9 0.7
H -1.43090 1.58762 4.52191 -0.4 -3.0 -1.3
H -1.13461 0.41435 0.01837 -0.3 0.4 0.3
H 0.40862 3.17567 0.55745 -0.4 -1.1 0.3
O 0.15462 2.23298 0.68815 0.4 0.7 -0.4


21
Properties=species:S:1:pos:R:3:forces:R:3 method="wB97M-V/def2-TZVPD" largest_force_ev_per_a=5.5 spin_multiplicity=3 s_squared=2.00
C -2.14443 2.03772 -0.68615 -3.1 -0.2 1.2
C 2.82120 0.58153 -0.41559 3.0 0.9 1.8
C -0.65478 -2.17742 -1.07643 -0.3 -4.0 -1.2
C -0.47818 -0.80008 2.34917 -1.2 -2.2 0.0
N -1.18055 1.52702 0.33559 -1.8 0.3 -0.9
O 3.10085 -0.61210 0.30753 4.0 0.7 -3.0
O -1.02792 -0.97444 -0.56217 -1.3 0.9 1.4
Si -0.79260 -0.07282 0.78398 3.7 2.1 -3.6
H -2.79185 2.89755 -0.20945 1.4 -1.3 -1.2
H -1.82456 2.28544 -1.70452 0.8 0.3 0.6
H -2.95235 1.25557 -0.93519 1.3 0.8 0.8
H 3.67109 0.63864 -1.16340 -1.5 -0.3 0.2
H 3.10996 1.53120 0.26121 -1.5 -1.8 -1.3
H 1.81642 0.46138 -0.76148 -0.6 1.0 -0.6
H -0.01463 -2.97820 -0.40886 -1.0 2.5 -1.3
H -0.18407 -1.94630 -2.09803 -0.3 -0.8 1.6
H -1.60592 -2.83753 -1.27761 1.5 1.3 0.1
H 2.50666 -0.87558 0.92178 -3.4 -0.6 2.8
H -0.46665 -0.34019 3.25538 0.0 1.3 2.5
H -0.30297 -1.85095 2.34523 0.1 -0.9 0.2
H -0.60469 2.24957 0.73901 0.0 -0.1 0.1


21
Properties=species:S:1:pos:R:3:forces:R:3 method="wB97M-V/def2-TZVPD" largest_force_ev_per_a=2.6 relative_energy_kj_mol=31.45 smiles="O=C(O)O.CCN.C"
O -2.36793 -1.80597 -1.75097 1.4 0.3 -0.4
C -1.26460 -1.33838 -1.51722 -1.7 -0.3 -0.5
O -0.94628 -0.06053 -1.85243 0.4 0.2 -0.1
O -0.30279 -1.95130 -0.90044 0.3 0.0 0.3
H -1.68286 0.32936 -2.34163 -0.1 -0.3 0.1
H 0.45345 -1.30953 -0.62421 0.0 -0.2 -0.3
C 2.40555 1.80725 0.78148 -0.2 -0.2 0.0
C 1.28980 0.79734 0.52627 0.1 0.2 0.1
N 1.70487 -0.35335 -0.27990 0.1 -0.1 0.0
H 2.03365 2.63866 1.37611 0.0 0.1 0.1
H 3.23083 1.34255 1.32114 0.1 0.0 0.0
H 2.78876 2.20434 -0.15825 0.0 0.0 0.0
H 0.45975 1.27531 0.00184 0.0 -0.1 0.1
H 0.90628 0.41209 1.47392 0.0 0.1 -0.1
H 2.44469 -0.86769 0.18897 0.0 0.1 -0.1
H 2.06751 -0.03753 -1.17508 0.0 -0.1 0.1
C -2.64656 -0.60755 0.99205 -0.8 -0.7 -1.6
H -3.00027 -1.10634 -0.00680 0.4 1.2 2.3
H -1.88967 -1.24122 1.42760 0.3 -0.2 0.1
H -3.45112 -0.50823 1.71391 -0.2 0.0 -0.1
H -2.23305 0.38072 0.80365 0.0 0.0 -0.1


Values of energy, in order: -9941.95915, -9943.14220, -9942.24305, -20771.75991, -17815.90738, -11992.14540, all in eV.